# 1
Density functional theory data (wB97M-V/def2-TZVPD) for a 3-piece molecular cluster, C22H48N2O11P2S overall.

* HOMO: -9.413 eV
* charge: 0
* energy: -78504.6765 eV

```
86
Properties=species:S:1:pos:R:3:forces:R:3:mulliken_charge:R:1
C 0.509 -0.036 2.114 -0.9 -0.5 0.1 -0.69
O -0.002 1.277 1.837 1.2 -0.1 -0.7 -0.26
C 1.023 2.253 1.679 0.2 1.4 0.7 -0.29
C 0.929 3.001 0.292 -0.3 -1.9 -0.4 0.46
O 2.049 3.823 0.015 -0.6 0.2 1.0 -0.48
C 2.113 4.939 0.898 0.4 1.4 -0.1 -0.47
C 1.117 6.122 0.557 -0.1 0.9 0.4 -0.55
C 0.268 6.593 1.819 1.0 -0.5 0.3 -0.82
C -0.574 5.432 2.480 -0.5 0.6 -0.9 0.53
C -1.964 5.894 3.075 1.2 -1.5 0.3 -0.96
S -3.126 6.363 1.724 -0.8 -0.2 -0.1 -0.19
C -4.070 4.937 1.180 0.2 -1.7 -0.3 0.26
N -3.679 3.938 0.405 0.9 1.7 0.7 0.12
N -4.701 3.079 0.181 -2.4 1.3 1.7 -0.50
C -5.734 3.599 0.863 1.6 -0.9 -1.2 -0.04
O -5.408 4.745 1.513 0.3 -0.5 -0.5 -0.24
H -0.174 -0.757 1.589 0.5 0.5 0.7 0.18
H 1.531 -0.233 1.713 -0.6 0.4 0.4 0.39
H 0.459 -0.178 3.227 0.3 -0.2 -1.0 0.27
H 2.059 1.840 1.823 -0.9 0.2 -0.4 0.36
H 0.900 3.002 2.512 0.1 -0.7 -0.7 -0.15
H -0.054 3.517 0.143 0.7 -0.2 0.4 -0.25
H 0.951 2.174 -0.471 0.0 0.8 0.5 0.19
H 3.153 5.349 0.801 -0.9 -0.5 0.0 0.38
H 1.986 4.692 1.979 0.1 -0.2 -0.8 0.28
H 1.745 7.012 0.277 -0.6 -0.8 0.1 0.33
H 0.467 5.930 -0.334 0.5 -0.2 0.8 0.28
H 1.043 6.909 2.574 -0.8 -0.1 -0.6 0.27
H -0.329 7.511 1.598 0.3 -0.9 0.0 0.41
H 0.041 4.913 3.251 -0.6 0.4 -0.4 0.40
H -0.806 4.694 1.673 0.1 0.4 0.8 -0.45
H -1.832 6.778 3.744 -0.4 -0.6 -0.7 0.40
H -2.341 5.031 3.684 -0.1 1.0 -0.5 0.41
H -6.742 3.144 0.867 0.8 0.8 0.3 0.38
O 2.463 -4.121 3.053 2.3 -1.5 2.8 -0.73
P 2.802 -5.496 2.530 -4.4 0.7 -7.1 1.05
O 3.433 -5.081 1.058 0.7 -0.1 0.9 -0.34
C 4.523 -4.173 0.974 0.2 0.2 -0.3 -0.27
C 5.855 -4.891 1.085 0.1 0.0 0.1 -1.04
O 1.297 -5.946 2.050 0.5 -0.6 0.8 -0.35
C 0.141 -5.319 2.599 -0.2 0.3 -0.1 -0.40
C -0.314 -4.169 1.719 -0.1 0.1 -0.2 -0.91
O 3.229 -7.104 2.257 0.7 1.2 3.2 -0.36
C 4.423 -7.645 2.815 0.5 -0.5 -0.2 -0.14
C 4.747 -7.130 4.202 -0.2 0.1 0.0 -1.22
H 4.445 -3.390 1.734 -0.1 0.0 0.0 0.28
H 4.457 -3.688 -0.002 -0.1 -0.1 0.0 0.36
H 6.007 -5.266 2.100 0.1 0.0 0.0 0.22
H 6.681 -4.214 0.855 -0.1 0.0 0.0 0.42
H 5.898 -5.740 0.401 0.0 0.1 0.0 0.24
H 0.324 -4.991 3.623 0.1 0.1 -0.1 0.33
H -0.648 -6.072 2.646 0.2 -0.1 -0.1 0.35
H 0.507 -3.499 1.463 0.1 0.0 0.2 0.19
H -1.097 -3.591 2.214 0.0 0.0 0.0 0.36
H -0.709 -4.548 0.774 0.0 0.0 0.1 0.31
H 5.253 -7.472 2.125 0.0 0.1 0.0 0.21
H 4.285 -8.728 2.862 -0.1 0.1 -0.1 0.34
H 4.867 -6.040 4.210 0.1 0.0 0.0 0.37
H 5.676 -7.575 4.564 0.0 0.1 0.0 0.37
H 3.946 -7.379 4.901 0.0 0.0 0.0 0.37
O -2.841 -1.446 -3.965 0.2 1.5 3.6 -0.75
P -2.150 -0.117 -4.148 0.8 -0.6 -8.2 1.14
O -3.168 0.569 -5.259 -0.2 0.2 1.0 -0.37
C -4.554 0.700 -4.975 -0.4 0.1 -0.2 -0.37
C -4.852 1.996 -4.242 0.0 0.0 0.2 -0.75
O -0.953 -0.610 -5.163 0.3 0.3 1.0 -0.36
C -0.564 -1.979 -5.215 -0.1 -0.3 -0.2 -0.32
C -1.305 -2.707 -6.322 0.0 0.0 -0.2 -1.05
O -1.292 1.328 -4.046 -0.7 -1.6 3.0 -0.36
C -1.545 2.246 -2.985 0.0 0.7 0.2 -0.31
C -1.848 1.587 -1.658 0.1 -0.2 0.0 -0.77
H -4.924 -0.156 -4.405 0.1 0.0 0.0 0.29
H -5.075 0.703 -5.935 0.1 -0.1 0.0 0.35
H -4.459 1.961 -3.223 0.0 0.0 0.0 0.05
H -5.930 2.165 -4.176 0.0 0.0 0.0 0.42
H -4.395 2.846 -4.751 0.0 -0.1 0.0 0.24
H -0.711 -2.465 -4.249 -0.1 0.0 -0.1 0.33
H 0.509 -2.006 -5.421 0.0 0.2 0.0 0.35
H -2.379 -2.526 -6.281 0.0 0.0 0.2 0.28
H -1.128 -3.783 -6.263 0.0 0.0 0.0 0.35
H -0.967 -2.354 -7.299 0.1 0.0 0.0 0.28
H -2.348 2.926 -3.281 -0.1 -0.1 0.0 0.20
H -0.648 2.861 -2.880 0.0 -0.1 -0.1 0.42
H -2.726 0.931 -1.724 -0.1 0.1 0.0 0.52
H -2.043 2.343 -0.896 -0.1 -0.1 0.0 -0.16
H -1.006 0.971 -1.331 0.0 0.0 0.0 0.39
```
Positions in Å, forces in eV/Å.

# 2
Density functional theory data (wB97M-V/def2-TZVPD) for C30H49NO29P2 as an isolated structure.

* HOMO: -9.389 eV
* charge: 0
* energy: -111350.5985 eV

```
111
Properties=species:S:1:pos:R:3:forces:R:3:mulliken_charge:R:1
C -2.898 -0.144 -0.220 -0.1 0.4 -0.3 -2.45
C -2.880 -0.832 -1.593 0.3 -0.7 0.4 1.81
C -2.832 -2.373 -1.429 0.0 0.0 -0.1 -1.65
C -1.734 -0.394 -2.537 -0.6 0.1 -0.7 0.77
C -2.158 -0.667 -3.997 0.3 0.1 0.1 -1.71
C -1.326 1.071 -2.408 0.1 0.0 0.2 -0.66
O 0.086 1.269 -2.552 0.1 0.0 0.0 -0.47
O 0.651 0.825 -1.285 -0.1 0.0 -0.1 0.08
P 2.243 0.886 -1.385 0.2 0.1 -0.1 0.84
O 2.875 2.036 -2.014 0.0 0.0 0.0 -0.63
O 2.595 0.707 0.160 -0.4 -0.1 0.2 -0.42
O 2.646 -0.513 -2.027 -0.1 0.1 0.1 -0.17
P 4.174 -1.102 -2.116 0.3 -0.2 -0.1 0.50
N 4.576 -1.875 -3.370 -0.4 0.1 0.1 -0.76
H -3.540 0.738 -0.247 0.1 0.1 0.1 0.52
H -3.292 -0.795 0.559 0.0 0.0 0.0 0.48
H -1.921 0.223 0.098 0.1 -0.3 0.1 0.39
H -3.820 -0.625 -2.109 0.0 0.3 0.1 -0.05
H -3.536 -2.873 -2.095 0.0 0.0 0.0 0.34
H -3.080 -2.675 -0.412 -0.1 0.0 0.0 0.39
H -1.840 -2.773 -1.649 0.0 0.0 0.0 0.41
H -0.860 -1.023 -2.361 0.2 0.2 0.4 0.28
H -1.940 -1.688 -4.308 -0.2 -0.1 0.1 0.35
H -3.219 -0.455 -4.106 0.0 -0.1 -0.2 0.31
H -1.614 -0.012 -4.682 0.1 -0.1 0.0 0.48
H -1.627 1.537 -1.472 -0.1 0.0 0.0 0.40
H -1.707 1.680 -3.230 -0.1 0.0 0.0 0.01
H 1.817 0.780 0.734 0.2 -0.1 -0.1 0.27
H 4.930 0.049 -1.839 0.0 0.1 0.0 -0.02
H 4.252 -1.803 -0.906 0.0 0.0 0.1 0.07
H 3.893 -2.009 -4.101 0.2 -0.1 -0.1 0.26
C 5.369 3.583 -0.178 -0.1 -0.1 0.0 -0.20
C 4.865 2.947 1.105 -0.2 0.2 -0.1 0.07
O 6.059 2.363 1.637 0.0 0.0 0.1 -0.35
C 7.130 3.027 1.130 0.0 0.0 0.0 0.65
O 8.246 2.870 1.506 0.0 0.0 0.0 -0.53
O 6.741 3.862 0.149 0.0 0.0 0.0 -0.35
H 4.857 4.502 -0.448 0.1 0.1 0.0 0.33
H 5.339 2.896 -1.024 0.0 0.0 0.0 0.20
H 4.489 3.686 1.816 0.1 0.0 0.0 0.22
H 4.118 2.178 0.947 0.1 0.0 0.0 0.01
C -3.334 3.912 -5.320 0.1 0.1 -0.1 -0.27
C -3.779 3.251 -6.611 0.0 0.1 0.0 -0.20
O -4.131 1.931 -6.161 0.0 0.0 0.0 -0.34
C -4.426 1.991 -4.849 0.0 0.0 0.0 0.69
O -4.898 1.098 -4.219 -0.1 0.1 0.1 -0.58
O -4.093 3.196 -4.337 0.0 0.0 0.0 -0.34
H -3.565 4.972 -5.271 -0.1 0.0 0.1 0.32
H -2.272 3.758 -5.116 0.0 0.0 0.0 0.22
H -4.660 3.729 -7.034 0.0 0.0 0.0 0.19
H -3.001 3.190 -7.366 0.0 -0.1 0.0 0.29
C -3.968 7.263 -10.415 0.1 0.0 0.0 -0.34
C -3.598 5.795 -10.541 0.0 0.0 -0.1 -0.31
O -3.948 5.287 -9.247 0.0 0.0 0.0 -0.27
C -4.878 6.107 -8.701 0.0 0.0 0.0 0.67
O -5.482 5.868 -7.705 0.0 0.0 0.0 -0.50
O -5.016 7.226 -9.440 0.0 0.0 0.0 -0.35
H -4.338 7.706 -11.334 -0.1 0.0 0.0 0.29
H -3.148 7.866 -10.022 0.0 0.0 0.0 0.26
H -4.198 5.277 -11.290 0.0 0.0 0.0 0.27
H -2.544 5.618 -10.732 0.0 0.0 0.1 0.29
C 7.972 -1.164 3.009 0.0 0.1 0.0 -0.34
C 6.559 -0.676 2.750 0.1 0.1 0.1 0.16
O 5.938 -1.840 2.185 0.0 0.0 0.0 -0.27
C 6.619 -2.933 2.596 0.0 0.0 0.1 0.63
O 6.252 -4.054 2.454 0.0 0.0 0.0 -0.55
O 7.766 -2.570 3.215 0.1 0.0 0.0 -0.36
H 8.435 -0.727 3.888 0.0 -0.1 0.1 0.31
H 8.626 -1.026 2.147 0.0 0.0 0.0 0.29
H 6.040 -0.414 3.675 0.0 0.0 0.0 0.22
H 6.496 0.154 2.057 0.0 -0.1 -0.1 -0.06
C -2.055 1.589 3.644 0.0 0.1 0.1 -0.35
C -2.899 2.507 4.514 0.1 -0.1 0.0 -0.37
O -3.768 3.114 3.552 0.0 0.0 0.0 -0.37
C -3.858 2.300 2.477 0.0 -0.1 0.0 0.59
O -4.629 2.434 1.584 0.0 0.0 0.0 -0.48
O -2.944 1.306 2.561 0.0 0.0 0.0 -0.19
H -1.763 0.664 4.132 -0.1 0.0 0.0 0.32
H -1.171 2.093 3.248 0.0 0.0 0.0 0.26
H -3.504 1.953 5.232 0.0 0.0 0.0 0.26
H -2.329 3.274 5.030 0.0 0.1 -0.1 0.30
C 4.394 -4.356 5.961 0.3 0.0 -0.1 -0.18
C 5.697 -3.764 6.465 0.0 -0.1 -0.1 -0.27
O 5.262 -2.533 7.061 0.0 0.0 0.0 -0.35
C 3.957 -2.662 7.398 0.0 0.0 0.0 0.63
O 3.352 -1.879 8.059 0.0 0.0 0.0 -0.57
O 3.441 -3.794 6.879 0.0 -0.1 0.0 -0.28
H 4.352 -5.439 5.996 -0.1 0.1 0.1 0.32
H 4.151 -4.020 4.953 0.0 0.0 0.0 0.19
H 6.165 -4.377 7.236 0.0 0.0 0.0 0.27
H 6.418 -3.564 5.676 0.0 0.1 0.0 0.21
C -6.525 -0.102 0.161 0.0 0.1 -0.2 0.28
C -7.329 -1.040 -0.721 0.0 0.1 0.0 -0.41
O -6.813 -2.321 -0.342 0.0 0.0 0.0 -0.35
C -6.285 -2.224 0.900 0.0 0.0 0.0 0.71
O -5.922 -3.146 1.556 0.0 0.0 0.0 -0.55
O -6.225 -0.931 1.289 0.0 0.0 0.0 -0.34
H -7.065 0.785 0.477 0.0 0.0 0.1 0.39
H -5.589 0.197 -0.309 0.0 0.0 0.0 -0.31
H -8.397 -1.013 -0.497 0.0 0.0 0.0 0.29
H -7.175 -0.881 -1.785 0.1 -0.1 0.0 0.30
C 1.461 -7.412 8.703 -0.1 0.0 0.0 -0.27
C 0.209 -7.573 7.857 0.0 -0.1 0.1 -0.32
O 0.590 -6.938 6.634 0.0 0.0 0.0 -0.32
C 1.936 -6.950 6.542 0.0 0.1 0.1 0.71
O 2.556 -6.635 5.579 -0.1 -0.2 -0.1 -0.54
O 2.488 -7.363 7.707 0.0 0.0 0.0 -0.32
H 1.647 -8.241 9.380 0.1 0.0 -0.1 0.28
H 1.470 -6.473 9.258 0.0 0.0 0.0 0.25
H -0.021 -8.620 7.650 0.0 0.0 0.0 0.26
H -0.668 -7.081 8.267 0.0 0.1 -0.1 0.29
```
Positions in Å, forces in eV/Å.